## P
{
  "formula": "C20H26N2O2S",
  "method": "the ωB97M-V functional and the def2-TZVPD basis",
  "elements": ["C", "C", "H", "H", "O", "C", "C", "C", "C", "C", "C", "O", "C", "H", "H", "H", "H", "C", "N", "C", "N", "H", "C", "C", "C", "C", "C", "C", "C", "C", "H", "H", "H", "H", "H", "H", "H", "H", "H", "S", "C", "H", "H", "H", "H", "H", "H", "H", "H", "H", "H"],
  "positions_angstrom": [[0.05, -1.26, -5.40], [1.07, -1.47, -4.29], [0.85, -2.38, -3.72], [2.08, -1.56, -4.72], [1.17, -0.35, -3.43], [0.19, -0.12, -2.51], [-0.86, -0.96, -2.22], [-1.80, -0.62, -1.25], [-1.69, 0.57, -0.56], [-0.62, 1.42, -0.83], [0.32, 1.09, -1.79], [1.40, 1.85, -2.12], [1.61, 3.05, -1.41], [0.80, 3.76, -1.56], [2.54, 3.46, -1.81], [1.74, 2.86, -0.34], [-0.53, 2.34, -0.28], [-2.73, 0.99, 0.46], [-2.16, 1.59, 1.65], [-1.52, 0.83, 2.57], [-1.29, -0.46, 2.24], [-1.23, -0.69, 1.26], [-0.58, -1.36, 3.12], [0.95, -1.22, 3.02], [1.46, -1.52, 1.64], [1.38, -2.81, 1.13], [1.86, -3.09, -0.14], [2.44, -2.10, -0.90], [2.52, -0.81, -0.40], [2.02, -0.52, 0.85], [2.08, 0.49, 1.24], [2.97, -0.03, -1.00], [2.84, -2.32, -1.88], [1.80, -4.10, -0.52], [0.94, -3.59, 1.73], [1.21, -0.20, 3.31], [1.40, -1.91, 3.74], [-0.89, -2.38, 2.87], [-0.89, -1.13, 4.14], [-1.08, 1.44, 4.05], [-2.51, 2.96, 1.92], [-1.90, 3.31, 2.76], [-3.56, 3.05, 2.19], [-2.31, 3.58, 1.04], [-3.40, 1.73, 0.01], [-3.34, 0.12, 0.73], [-2.62, -1.29, -1.04], [-0.98, -1.90, -2.73], [0.31, -0.37, -5.97], [-0.95, -1.14, -5.00], [0.06, -2.12, -6.07]],
  "nbo_charge": [-0.638, -0.063, 0.170, 0.195, -0.502, 0.343, -0.321, -0.181, -0.076, -0.295, 0.267, -0.487, -0.251, 0.176, 0.203, 0.178, 0.225, -0.239, -0.432, 0.314, -0.626, 0.413, -0.210, -0.443, -0.029, -0.179, -0.223, -0.229, -0.195, -0.223, 0.212, 0.221, 0.211, 0.209, 0.199, 0.234, 0.218, 0.193, 0.240, -0.306, -0.414, 0.255, 0.194, 0.189, 0.222, 0.210, 0.206, 0.220, 0.217, 0.212, 0.215],
  "charge": 0,
  "smiles": "CCOc1ccc(CN(C)C(=S)NCCc2ccccc2)cc1OC",
  "orbital_gap_ev": 8.515
}

## Q
{
  "formula": "C20H26N2O2S",
  "method": "the ωB97M-V functional and the def2-TZVPD basis",
  "elements": ["C", "C", "C", "C", "C", "C", "C", "H", "H", "S", "O", "O", "N", "H", "C", "H", "H", "C", "C", "C", "C", "C", "C", "C", "H", "H", "H", "H", "H", "C", "C", "N", "C", "H", "H", "H", "C", "C", "H", "H", "H", "H", "H", "H", "H", "H", "H", "H", "H", "H", "H"],
  "positions_angstrom": [[5.86, 0.41, -0.96], [4.55, 0.40, -0.24], [4.10, 1.55, 0.41], [2.89, 1.54, 1.10], [2.15, 0.37, 1.13], [2.58, -0.78, 0.51], [3.78, -0.76, -0.18], [4.13, -1.65, -0.68], [1.97, -1.66, 0.57], [0.58, 0.37, 2.00], [0.15, -0.98, 2.15], [0.67, 1.20, 3.17], [-0.46, 1.20, 0.99], [-0.50, 2.16, 1.27], [-0.49, 0.95, -0.43], [0.45, 0.47, -0.73], [-0.55, 1.91, -0.96], [-1.68, 0.05, -0.85], [-1.36, -1.38, -0.42], [-0.29, -2.04, -1.03], [0.05, -3.33, -0.67], [-0.67, -3.99, 0.32], [-1.72, -3.34, 0.93], [-2.06, -2.05, 0.56], [-2.88, -1.57, 1.08], [-2.28, -3.84, 1.71], [-0.40, -5.00, 0.61], [0.88, -3.82, -1.15], [0.29, -1.55, -1.79], [-1.86, 0.08, -2.38], [-2.40, 1.41, -2.90], [-3.64, 1.76, -2.25], [-4.24, 2.95, -2.82], [-5.19, 3.15, -2.33], [-4.42, 2.78, -3.88], [-3.60, 3.84, -2.71], [-3.43, 1.89, -0.82], [-2.98, 0.56, -0.23], [-2.85, 0.67, 0.85], [-3.77, -0.17, -0.43], [-4.38, 2.18, -0.36], [-2.70, 2.69, -0.59], [-2.60, 1.31, -3.97], [-1.64, 2.21, -2.78], [-0.92, -0.13, -2.89], [-2.57, -0.70, -2.65], [2.53, 2.41, 1.62], [4.69, 2.45, 0.38], [6.66, 0.14, -0.28], [5.86, -0.31, -1.78], [6.08, 1.40, -1.36]],
  "nbo_charge": [-0.631, 0.007, -0.208, -0.207, -0.280, -0.210, -0.211, 0.214, 0.254, 2.313, -0.928, -0.950, -0.879, 0.413, -0.240, 0.210, 0.209, -0.103, 0.098, -0.261, -0.208, -0.218, -0.194, -0.213, 0.214, 0.211, 0.212, 0.207, 0.205, -0.394, -0.221, -0.438, -0.404, 0.201, 0.200, 0.160, -0.218, -0.412, 0.229, 0.218, 0.206, 0.147, 0.205, 0.150, 0.206, 0.222, 0.234, 0.214, 0.227, 0.219, 0.219],
  "charge": 0,
  "smiles": "Cc1ccc(S(=O)(=O)NCC2(c3ccccc3)CCN(C)CC2)cc1",
  "orbital_gap_ev": 9.278
}

So which one wins? Going from most stable to least: P, Q.

## P
{
  "formula": "C4H12O3",
  "method": "the ωB97M-V functional and the def2-TZVPD basis",
  "elements": ["C", "O", "C", "C", "C", "O", "H", "H", "H", "H", "H", "H", "H", "H", "H", "H", "H", "H", "O"],
  "positions_angstrom": [[-0.43, -0.18, -0.25], [-0.32, -0.80, -1.64], [0.67, -0.16, 0.83], [0.09, 0.20, 2.20], [0.06, -1.21, 2.92], [0.79, 1.14, 2.85], [-0.72, 0.90, -0.43], [-1.25, -0.72, 0.16], [0.22, -1.51, -1.34], [1.21, -1.13, 0.79], [1.36, 0.71, 0.47], [-0.97, 0.44, 2.30], [-0.61, -1.35, 3.74], [-0.19, -2.07, 2.18], [1.05, -1.41, 3.17], [1.72, 0.94, 2.65], [-1.57, 1.30, -6.27], [-0.79, 0.13, -5.65], [-0.69, 1.14, -5.71]],
  "nbo_charge": [-0.075, -0.704, -0.468, 0.089, -0.623, -0.679, 0.185, 0.160, 0.449, 0.204, 0.211, 0.185, 0.212, 0.195, 0.195, 0.463, 0.462, 0.468, -0.930],
  "charge": 0,
  "smiles": "C[C@@H](O)CCO.O",
  "orbital_gap_ev": 10.941
}

## Q
{
  "formula": "C4H12O3",
  "method": "the ωB97M-V functional and the def2-TZVPD basis",
  "elements": ["C", "C", "C", "O", "C", "H", "H", "H", "H", "H", "H", "H", "H", "H", "H", "O", "H", "H", "O"],
  "positions_angstrom": [[-0.94, 1.01, -2.66], [-1.50, 0.33, -1.45], [-0.93, 0.35, -0.25], [0.45, 0.44, -0.12], [-1.62, 0.13, 1.05], [0.02, 1.46, -2.41], [-0.87, 0.32, -3.51], [-1.59, 1.81, -3.02], [-2.40, -0.25, -1.59], [0.59, 0.18, 0.80], [-1.37, 0.91, 1.77], [-2.70, 0.09, 0.91], [-1.28, -0.76, 1.57], [1.12, -0.63, 3.78], [-0.13, -1.44, 3.47], [0.49, -0.82, 3.07], [4.99, -1.06, -0.59], [3.51, -0.70, -0.53], [4.14, -1.38, -0.28]],
  "nbo_charge": [-0.635, -0.296, 0.316, -0.703, -0.675, 0.220, 0.206, 0.211, 0.201, 0.488, 0.226, 0.227, 0.211, 0.479, 0.476, -0.952, 0.466, 0.475, -0.941],
  "charge": 0,
  "smiles": "C/C=C(/C)O.O.O",
  "orbital_gap_ev": 8.387
}

So which one wins? Going from most stable to least: Q, P.

## P
{
  "formula": "C4H12O3",
  "method": "the ωB97M-V functional and the def2-TZVPD basis",
  "elements": ["C", "C", "C", "C", "H", "H", "H", "H", "H", "H", "H", "H", "O", "H", "H", "O", "H", "H", "O"],
  "positions_angstrom": [[-1.83, 0.49, 1.16], [-2.09, 0.59, -0.15], [-1.00, 1.13, -1.03], [-0.80, 1.05, -2.36], [-0.94, 0.91, 1.61], [-2.67, 0.25, 1.80], [-3.10, 0.50, -0.52], [-0.19, 1.48, -0.39], [0.19, 0.84, -2.72], [-1.62, 1.23, -3.04], [2.65, -0.12, 0.94], [2.48, 0.52, 2.29], [2.54, 0.75, 1.35], [3.20, -1.85, -0.16], [1.60, -1.78, -0.14], [2.43, -1.38, -0.50], [-0.81, -1.73, 0.04], [0.05, -1.01, 1.12], [-0.09, -1.85, 0.68]],
  "nbo_charge": [-0.410, -0.230, -0.219, -0.379, 0.203, 0.208, 0.213, 0.200, 0.216, 0.195, 0.483, 0.455, -0.958, 0.470, 0.505, -0.976, 0.493, 0.485, -0.956],
  "charge": 0,
  "smiles": "C=CC=C.O.O.O",
  "orbital_gap_ev": 9.285
}

## Q
{
  "formula": "C4H12O3",
  "method": "the ωB97M-V functional and the def2-TZVPD basis",
  "elements": ["C", "C", "C", "C", "O", "H", "H", "H", "H", "H", "H", "H", "H", "H", "H", "O", "H", "H", "O"],
  "positions_angstrom": [[-1.10, 0.19, -0.49], [0.02, -0.43, -1.23], [0.69, 0.53, -2.19], [-0.41, -1.76, -1.84], [-1.00, 1.31, 0.00], [-2.01, -0.34, -0.15], [0.73, -0.73, -0.38], [1.73, 0.32, -2.37], [0.64, 1.60, -1.94], [0.20, 0.43, -3.18], [0.49, -2.26, -2.23], [-1.17, -1.62, -2.62], [-0.96, -2.43, -1.15], [1.61, -1.84, 2.66], [1.03, -0.38, 2.58], [1.13, -1.21, 2.11], [-0.55, 0.99, 2.40], [0.26, 2.08, 1.95], [0.19, 1.52, 2.74]],
  "nbo_charge": [0.452, -0.364, -0.609, -0.603, -0.577, 0.129, 0.271, 0.219, 0.236, 0.205, 0.220, 0.202, 0.217, 0.474, 0.497, -0.977, 0.473, 0.485, -0.948],
  "charge": 0,
  "smiles": "CC(C)C=O.O.O",
  "orbital_gap_ev": 10.735
}

## R
{
  "formula": "C4H12O3",
  "method": "the ωB97M-V functional and the def2-TZVPD basis",
  "elements": ["O", "C", "C", "C", "C", "H", "H", "H", "H", "H", "H", "H", "H", "H", "H", "O", "H", "H", "O"],
  "positions_angstrom": [[0.00, 3.50, -1.54], [0.53, 3.34, -0.48], [0.37, 2.13, 0.39], [-0.44, 0.99, -0.23], [-1.32, 0.31, 0.82], [1.20, 4.12, -0.10], [-0.06, 2.42, 1.36], [1.41, 1.82, 0.64], [0.19, 0.35, -0.84], [-1.13, 1.54, -0.86], [-1.58, -0.71, 0.52], [-0.88, 0.27, 1.82], [-2.27, 0.86, 0.85], [0.26, -5.04, -5.06], [-0.81, -3.99, -5.33], [0.14, -4.13, -5.36], [1.92, -2.59, 3.82], [0.84, -2.82, 4.87], [1.66, -2.35, 4.71]],
  "nbo_charge": [-0.524, 0.446, -0.511, -0.414, -0.608, 0.102, 0.230, 0.225, 0.210, 0.223, 0.211, 0.201, 0.209, 0.468, 0.468, -0.936, 0.468, 0.468, -0.935],
  "charge": 0,
  "smiles": "CCCC=O.O.O",
  "orbital_gap_ev": 10.487
}

## S
{
  "formula": "C4H12O3",
  "method": "the ωB97M-V functional and the def2-TZVPD basis",
  "elements": ["C", "O", "C", "C", "C", "O", "H", "H", "H", "H", "H", "H", "H", "H", "H", "H", "H", "H", "O"],
  "positions_angstrom": [[1.67, -1.31, 0.48], [0.95, -2.57, 0.28], [0.57, -0.22, 0.58], [-0.19, -0.24, -0.82], [0.80, 0.61, -1.68], [-1.28, 0.62, -0.53], [2.28, -1.08, -0.39], [2.25, -1.47, 1.37], [1.48, -3.07, -0.35], [0.98, 0.77, 0.76], [-0.04, -0.49, 1.46], [-0.21, -1.23, -1.32], [0.54, 0.54, -2.75], [1.88, 0.54, -1.66], [0.76, 1.66, -1.35], [-2.01, 0.09, -0.20], [-1.55, 2.29, 0.99], [-2.67, 3.33, 1.22], [-2.24, 2.56, 1.60]],
  "nbo_charge": [-0.081, -0.740, -0.429, 0.078, -0.650, -0.731, 0.163, 0.177, 0.466, 0.206, 0.213, 0.206, 0.209, 0.216, 0.215, 0.483, 0.486, 0.468, -0.955],
  "charge": 0,
  "smiles": "C[C@H](O)CCO.O",
  "orbital_gap_ev": 10.741
}

So which one wins? Going from most stable to least: Q, R, S, P.

## P
{
  "formula": "C4H12O3",
  "method": "the ωB97M-V functional and the def2-TZVPD basis",
  "elements": ["O", "C", "C", "H", "H", "H", "H", "H", "H", "O", "O", "C", "C", "H", "H", "H", "H", "H", "H"],
  "positions_angstrom": [[0.09, 1.19, -0.46], [-1.04, 1.04, -1.30], [0.57, 2.51, -0.51], [-1.38, -0.01, -1.23], [-0.80, 1.26, -2.35], [-1.87, 1.70, -0.99], [0.88, 2.80, -1.53], [-0.19, 3.24, -0.16], [1.45, 2.58, 0.16], [-0.05, -0.32, 1.66], [-1.04, -2.76, 0.56], [0.82, -1.42, 1.34], [0.25, -2.26, 0.22], [0.02, 0.33, 0.94], [-1.52, -2.01, 0.96], [1.84, -1.06, 1.09], [0.89, -2.02, 2.27], [0.20, -1.66, -0.71], [0.90, -3.13, 0.03]],
  "nbo_charge": [-0.560, -0.258, -0.253, 0.204, 0.177, 0.176, 0.176, 0.175, 0.202, -0.766, -0.724, -0.096, -0.088, 0.489, 0.475, 0.163, 0.182, 0.147, 0.180],
  "charge": 0,
  "smiles": "OCCO.COC",
  "orbital_gap_ev": 10.521
}

## Q
{
  "formula": "C4H12O3",
  "method": "the ωB97M-V functional and the def2-TZVPD basis",
  "elements": ["O", "O", "C", "C", "C", "C", "H", "H", "H", "H", "H", "H", "H", "H", "H", "H", "O", "H", "H"],
  "positions_angstrom": [[-1.87, 0.31, 0.91], [0.02, 1.43, 0.36], [-2.84, -0.60, 0.49], [-1.18, 0.77, -0.16], [2.28, 1.13, 1.19], [1.02, 0.45, 0.74], [-3.64, -0.58, 1.25], [-2.45, -1.64, 0.41], [-3.26, -0.31, -0.48], [-1.75, 1.51, -0.75], [-0.81, 0.00, -0.86], [2.99, 0.50, 1.75], [1.99, 1.98, 1.83], [2.79, 1.52, 0.29], [0.56, -0.15, 1.55], [1.29, -0.24, -0.09], [1.29, -2.15, -3.02], [1.97, -1.49, -3.29], [1.58, -2.45, -2.13]],
  "nbo_charge": [-0.532, -0.548, -0.260, 0.237, -0.630, -0.071, 0.196, 0.173, 0.170, 0.156, 0.139, 0.217, 0.222, 0.205, 0.174, 0.152, -0.940, 0.472, 0.470],
  "charge": 0,
  "smiles": "CCOCOC.O",
  "orbital_gap_ev": 10.741
}

So which one wins? Going from most stable to least: P, Q.